Record 1
A cluster of 3 separate species, C17H38BrN2O2 in total in a non-equilibrium geometry. Source: the Open Molecules 2025 dataset; level of theory: ωB97M-V with the def2-TZVPD basis set.

Each line ends with the Mulliken charge.
Element x y z (Å)
C (-3.23914, -5.50279, 2.75525)  -1.5054
C (-3.97487, -5.16684, 4.08002)  1.1911
C (-2.80764, -5.04055, 5.17174)  -1.0446
C (-2.06738, -3.74345, 5.24445)  -0.9603
C (-3.04622, -2.47391, 5.40686)  -1.1009
C (-4.09278, -2.43594, 4.24667)  1.2594
N (-4.75900, -3.86030, 3.92490)  0.6358
O (-6.15998, -3.90438, 3.72929)  -0.3198
C (-3.47554, -1.97554, 2.86667)  -1.5397
C (-5.22317, -1.49429, 4.82923)  -1.6282
C (-4.83081, -6.37349, 4.53645)  -1.6287
H (-2.59448, -6.37845, 2.83098)  0.3926
H (-2.55087, -4.69372, 2.51069)  0.3681
H (-3.97961, -5.74349, 1.99244)  0.4103
H (-2.24056, -5.96912, 5.23697)  0.5546
H (-3.26475, -5.11290, 6.15862)  0.3785
H (-1.48569, -3.43218, 4.37679)  0.3678
H (-1.35615, -3.76512, 6.07014)  0.4348
H (-2.44668, -1.59050, 5.62647)  0.4673
H (-3.51824, -2.72325, 6.35719)  0.4108
H (-3.35830, -0.89216, 2.84196)  0.4219
H (-4.10630, -2.14621, 1.99425)  0.3741
H (-2.54559, -2.50678, 2.66397)  0.3328
H (-6.02761, -1.27678, 4.12663)  0.3941
H (-4.92907, -0.53140, 5.24689)  0.3740
H (-5.73747, -1.95409, 5.67315)  0.4470
H (-5.83047, -6.34209, 4.10313)  0.4399
H (-4.95420, -6.42727, 5.61810)  0.4025
H (-4.36995, -7.30584, 4.21020)  0.3841
C (3.49124, 5.62360, -6.36465)  -1.3367
C (3.07412, 4.99317, -5.08178)  -0.1487
N (3.53095, 3.48884, -4.79589)  0.0995
C (3.43272, 2.64214, -6.09561)  -1.2251
C (5.03810, 3.49575, -4.37691)  -0.6006
C (5.56189, 2.10212, -4.00720)  -1.1475
C (2.58565, 2.79784, -3.74879)  -0.8160
C (2.67135, 3.29822, -2.29948)  -0.6005
O (2.29223, 4.68546, -2.34074)  -0.2781
C (2.50242, 5.37711, -1.17078)  -0.8392
H (4.50693, 6.01860, -6.34372)  0.3730
H (2.91400, 6.52122, -6.58641)  0.4333
H (3.26973, 5.04409, -7.26086)  0.3319
H (1.98656, 4.96054, -5.01669)  0.3761
H (3.48794, 5.52932, -4.22774)  0.2532
H (4.19952, 3.01579, -6.77422)  0.4590
H (2.42912, 2.72417, -6.51295)  0.3638
H (3.59377, 1.59944, -5.82186)  0.5094
H (5.07994, 4.19249, -3.53971)  0.4724
H (5.55624, 4.06715, -5.14705)  0.4884
H (4.92934, 1.59572, -3.27812)  0.2810
H (6.53575, 2.21528, -3.53090)  0.4078
H (5.65196, 1.60850, -4.97484)  0.3500
H (2.74994, 1.72239, -3.81588)  0.4705
H (1.61732, 3.04748, -4.18250)  0.5340
H (3.71869, 3.23497, -2.00420)  0.3411
H (2.02966, 2.72686, -1.62875)  0.5059
H (2.04660, 6.36111, -1.28070)  0.2719
H (3.54142, 5.52556, -0.87660)  0.3240
H (1.90745, 4.95196, -0.36249)  0.3461
Br (3.03998, -4.40409, -0.98213)  -0.7138

The charge is +1. The value obtained for the energy above the lowest of the compared OMol25 structures with the same formula, charge and spin is 273.6 kJ/mol. The calculation puts the LUMO energy at -6.15 eV. Its HOMO energy is -7.68 eV. The value obtained for the HOMO-LUMO gap is 1.53 eV.


Record 2
A structure of composition C21H26N4O4RhS in a non-equilibrium geometry. Source: the Open Molecules 2025 dataset; level of theory: ωB97M-V with the def2-TZVPD basis set.

Each line ends with the Mulliken charge.
Element x y z (Å)
Rh (0.08120, -0.35090, 0.49300)  0.7454
C (5.28630, -2.70310, 1.59530)  -1.0194
C (5.32580, -2.30650, 0.12340)  -0.6177
N (4.48180, -1.16190, -0.18990)  0.0312
C (5.10340, 0.12330, -0.43730)  -0.8888
C (5.34990, 0.91020, 0.84880)  -0.9243
C (3.16940, -1.34160, -0.18280)  0.8937
S (2.14980, 0.03890, -0.60150)  -0.0983
N (2.69430, -2.53970, 0.01130)  -0.3055
C (1.51920, -2.94050, 0.47240)  0.6374
O (0.78120, -2.22860, 1.20390)  -0.9712
C (1.14640, -4.33670, 0.20320)  0.3766
C (-0.20380, -4.67690, 0.25420)  -0.1978
C (-0.60210, -5.98130, 0.04720)  -0.6958
C (0.35150, -6.96110, -0.18730)  -0.4025
C (1.69830, -6.62770, -0.24050)  -0.7456
C (2.09960, -5.31750, -0.05980)  -0.1838
H (5.83930, -3.62930, 1.71990)  0.3560
H (4.26620, -2.87140, 1.92640)  0.2471
H (5.73310, -1.93510, 2.21930)  0.3401
H (4.98040, -3.14360, -0.49030)  0.3642
H (6.34630, -2.05510, -0.16360)  0.3903
H (4.45740, 0.70640, -1.09920)  0.4876
H (6.04890, -0.05720, -0.95330)  0.3723
H (4.42670, 1.02940, 1.41070)  0.2442
H (5.71860, 1.89790, 0.58820)  0.4002
H (6.08670, 0.42130, 1.48160)  0.2964
H (-0.92540, -3.89970, 0.44820)  0.3184
H (-1.65180, -6.23130, 0.08850)  0.4152
H (0.04290, -7.98620, -0.32210)  0.4041
H (2.44180, -7.39280, -0.40640)  0.4193
H (3.14200, -5.04470, -0.09970)  0.4050
O (0.22490, 1.41720, 1.85990)  -0.5126
N (-0.53560, 2.37750, 1.57270)  -0.2317
N (-1.46760, 2.17690, 0.73620)  0.9630
O (-1.65960, 1.00410, 0.19960)  -0.8511
C (-2.34340, 3.22390, 0.38500)  0.5006
C (-1.96730, 4.54420, 0.60350)  -0.3107
C (-2.84520, 5.54790, 0.24360)  -0.5368
C (-4.07430, 5.24330, -0.32360)  -0.4804
C (-4.43200, 3.92280, -0.54580)  -0.5590
C (-3.56310, 2.90560, -0.20150)  -0.3695
H (-0.99840, 4.75770, 1.02910)  0.4769
H (-2.55840, 6.57570, 0.38750)  0.3863
H (-4.75910, 6.03740, -0.58260)  0.3902
H (-5.38170, 3.68550, -0.99810)  0.3840
H (-3.80470, 1.86970, -0.37940)  0.3875
C (-2.92410, -1.70900, 0.96070)  -1.2378
C (-2.53160, -1.81010, -0.47870)  1.2463
C (-3.57560, -2.25150, -1.45530)  -1.4133
O (-1.40670, -1.54180, -0.86340)  -0.5064
H (-3.53610, -2.55240, 1.27190)  0.4479
H (-3.50390, -0.79560, 1.10300)  0.3349
H (-2.02520, -1.63540, 1.58830)  0.3205
H (-4.17560, -3.06480, -1.05490)  0.3859
H (-3.10820, -2.54710, -2.39160)  0.3679
H (-4.24550, -1.41470, -1.65840)  0.3239

The charge is +1. The value obtained for the energy above the lowest of the compared OMol25 structures with the same formula, charge and spin is 27.4 kJ/mol. The calculation puts the LUMO energy (alpha / beta) at -5.30 / -5.23 eV. Its HOMO energy (alpha / beta) is -11.67 / -11.69 eV. The value obtained for the HOMO-LUMO gap (alpha / beta) is 6.37 / 6.46 eV.


Record 3
A structure of composition C6H14N2 in a non-equilibrium geometry. Source: the Open Molecules 2025 dataset; level of theory: ωB97M-V with the def2-TZVPD basis set.

Each line ends with the Mulliken charge.
Element x y z (Å)
C (1.56852, -1.48395, -0.37162)  -1.4525
C (1.29017, -0.24321, 0.12554)  0.9970
C (2.11358, 1.01499, 0.13883)  -1.0088
C (0.00119, -0.19122, 0.57045)  0.6713
C (-0.63172, 1.09222, 0.70707)  -0.9929
C (-1.23332, -1.15331, 0.60682)  -1.0814
H (2.77134, -2.02741, -0.09626)  0.2348
H (1.61483, -1.57712, -1.47767)  0.2812
H (0.95766, -2.33121, -0.09387)  0.3513
H (2.88038, 0.72306, -0.76697)  0.2905
H (1.34333, 1.62798, -0.60187)  0.3803
H (2.35273, 1.52466, 1.18179)  0.2543
H (0.01435, 1.91782, 1.30969)  0.2990
H (-1.62365, 1.09869, 1.35192)  0.3669
H (-1.50545, 1.30937, -1.07745)  0.3523
H (-1.13780, 2.69522, -0.49533)  0.2290
H (-1.20588, -2.36190, 0.60286)  0.2900
H (-1.78972, -0.91398, 1.43735)  0.4236
H (-1.76760, -1.40201, -1.36811)  0.2704
H (-3.26766, -0.58131, -0.47729)  0.2492
N (-0.64256, 1.72215, -0.73863)  -0.7249
N (-2.10271, -0.45952, -0.46724)  -0.6806

The charge is 0. The value obtained for the energy above the lowest of the compared OMol25 structures with the same formula, charge and spin is 726.1 kJ/mol. The calculation puts the LUMO energy at 0.65 eV. Its HOMO energy is -8.17 eV. The value obtained for the HOMO-LUMO gap is 8.82 eV.


- charge of number 3 (C6H14N2)?
  0